The following is a DFT calculation (wB97M-V/def2-TZVPD) of C40H40IrO2P2S5 as an isolated structure.

The total charge is +2. Its strongest force on any atom is 1.35 eV/A. For the frontier orbital gap (alpha / beta), the calculation gives 6.098 / 4.289 eV. The spin multiplicity is 6.

Each line ends with the Löwdin spin population.
Element x y z (Å)
Ir  -1.224021  -1.219288  0.322229  2.326
C  -1.528523  -2.475862  -3.367051  0.009
C  -2.044746  -2.530237  -1.958867  0.071
C  -1.716287  -3.618599  -1.123325  0.090
C  -0.648417  -4.582031  -1.559089  0.010
C  -2.415612  -3.811293  0.084344  0.106
C  -2.272623  -5.082298  0.872253  0.011
C  -3.332896  -2.836522  0.533045  0.081
C  -4.172514  -3.102824  1.748935  0.013
C  -3.547953  -1.654359  -0.226881  0.015
C  -4.613293  -0.673989  0.206230  -0.001
C  -2.901219  -1.511237  -1.488786  0.008
C  -3.215543  -0.323332  -2.361881  -0.002
H  -0.663459  -1.810542  -3.446280  0.003
H  -2.302261  -2.103195  -4.036078  0.001
H  -1.236238  -3.459104  -3.722551  0.001
H  -1.071660  -5.398854  -2.149687  0.004
H  -0.137494  -5.022856  -0.706303  0.002
H  0.100007  -4.074274  -2.163525  0.001
H  -1.859221  -4.895006  1.866825  0.004
H  -1.642199  -5.810711  0.375400  0.000
H  -3.255747  -5.534337  1.011638  0.003
H  -5.073927  -3.645554  1.446449  0.003
H  -4.490582  -2.187227  2.238749  0.003
H  -3.651338  -3.716166  2.479141  0.001
H  -4.252987  -0.025747  1.008073  -0.001
H  -5.490429  -1.201489  0.575810  0.000
H  -4.937810  -0.042813  -0.613884  0.000
H  -4.167944  -0.475152  -2.877751  -0.001
H  -2.452205  -0.170649  -3.118686  0.000
H  -3.294801  0.587430  -1.772263  0.000
O  0.473337  -0.764538  -1.193699  0.070
P  1.563596  0.276039  -1.191027  0.010
C  1.900629  0.873995  0.509898  0.002
P  0.410953  1.745456  1.127496  0.010
O  -0.844740  1.091639  0.610154  0.068
C  0.525470  3.447869  0.580589  0.005
C  -0.485892  4.004487  -0.191837  0.000
C  -0.376079  5.322548  -0.606223  0.000
C  0.739688  6.070010  -0.256873  0.000
C  1.750160  5.509792  0.516294  0.000
C  1.640576  4.199098  0.948723  0.001
C  0.534645  1.788705  2.928290  0.002
C  -0.592553  2.230047  3.619975  0.005
C  -0.564720  2.329237  5.001746  0.002
C  0.594304  2.000982  5.694367  0.000
C  1.722641  1.575014  5.007253  0.002
C  1.696195  1.466955  3.624133  0.000
C  3.131466  -0.352163  -1.823183  0.003
C  3.386539  -0.250248  -3.190027  0.001
C  4.601581  -0.677174  -3.700226  0.000
C  5.558269  -1.213115  -2.848549  0.001
C  5.296083  -1.343005  -1.492275  0.000
C  4.085767  -0.908859  -0.975365  0.002
C  1.178546  1.695301  -2.215391  0.000
C  2.054584  2.777171  -2.286683  0.000
C  1.809237  3.793485  -3.192277  0.000
C  0.705703  3.719902  -4.034658  0.000
C  -0.160961  2.638202  -3.969839  0.000
C  0.076431  1.618610  -3.059632  0.000
H  2.777220  1.522694  0.525670  0.000
H  2.078853  -0.008060  1.127370  0.003
H  -1.340213  3.396768  -0.463621  0.000
H  -1.159746  5.767079  -1.205280  0.000
H  0.822438  7.099388  -0.579767  0.000
H  2.621567  6.092679  0.783634  0.000
H  2.413098  3.767129  1.576715  0.000
H  -1.481829  2.506946  3.065326  0.000
H  -1.436907  2.680422  5.537197  0.000
H  0.620273  2.090184  6.773129  0.000
H  2.631040  1.342118  5.549942  0.000
H  2.591782  1.168802  3.090902  0.000
H  2.639212  0.163420  -3.856013  0.000
H  4.807639  -0.576177  -4.757120  0.000
H  6.513248  -1.532183  -3.244534  0.000
H  6.040657  -1.774873  -0.836888  0.000
H  3.888523  -1.009247  0.085800  0.001
H  2.926707  2.821301  -1.644322  0.000
H  2.480233  4.640068  -3.252104  0.000
H  0.526165  4.506135  -4.756226  0.000
H  -1.012418  2.588555  -4.635706  0.000
H  -0.579502  0.759924  -2.989046  0.000
S  1.374715  -3.591259  6.885038  0.863
C  0.781331  -3.050379  5.432051  0.174
S  -0.696422  -2.185396  5.285814  0.011
C  -0.621279  -1.931610  3.560592  0.095
C  0.455698  -2.521566  2.911956  0.105
S  0.690492  -2.604801  1.241875  0.381
S  1.619101  -3.305851  3.947394  0.011
S  -1.869186  -1.079536  2.822836  0.408

Force components x, y, z for each atom (eV/Å):
0.5 -1.0 0.7
0.1 0.1 0.0
0.0 0.0 0.1
-0.1 0.1 0.0
0.0 0.0 0.0
-0.1 0.1 -0.1
0.1 0.0 0.0
0.0 0.1 -0.3
0.0 0.0 0.0
0.0 0.0 -0.1
0.1 0.0 0.1
0.0 0.3 0.1
-0.1 0.0 0.0
0.0 0.0 0.0
0.0 0.0 0.0
0.0 0.0 0.0
0.0 0.0 0.0
0.0 0.0 0.0
0.0 0.0 0.0
0.0 0.0 0.0
0.0 0.0 0.0
0.0 0.0 0.0
0.0 0.0 0.0
0.0 0.0 0.0
0.0 0.0 0.0
-0.1 0.0 0.0
0.0 0.0 0.0
0.0 0.0 0.0
0.0 0.0 0.0
0.0 0.0 0.0
0.0 0.0 0.0
-0.4 -0.2 0.0
0.6 0.2 -0.1
-0.5 0.1 -0.2
0.3 0.1 0.1
-0.3 -0.2 -0.1
0.1 -0.2 0.1
0.0 -0.1 0.0
0.0 0.1 0.0
0.0 0.0 0.0
0.1 0.0 0.0
-0.1 0.1 -0.1
0.0 -0.1 -0.2
0.0 0.0 0.0
0.0 0.0 -0.1
0.0 -0.1 0.0
0.1 0.0 0.1
0.0 0.0 -0.1
-0.3 0.2 0.2
0.0 0.0 0.0
0.0 0.0 0.0
0.0 0.0 0.0
0.0 0.0 0.1
0.0 0.0 0.0
0.0 -0.3 0.0
0.0 0.0 0.0
0.0 0.0 0.0
-0.1 0.0 0.0
0.0 0.0 0.0
0.0 0.1 0.1
0.0 0.0 0.0
0.0 0.0 0.0
0.0 0.0 0.0
0.0 0.0 0.0
0.0 0.0 0.0
0.0 0.0 0.0
0.0 0.0 0.0
0.0 0.0 0.1
0.0 0.0 0.0
0.0 0.0 0.0
0.0 0.0 0.0
0.0 -0.1 0.1
0.0 0.1 0.0
0.0 0.0 0.0
0.0 0.0 0.0
0.0 0.0 0.0
0.0 0.0 0.0
0.0 0.0 0.0
0.0 0.0 0.0
0.0 0.0 0.0
0.0 0.0 0.0
0.0 0.0 0.0
0.2 -0.2 0.6
-0.4 0.4 -1.1
0.5 -0.2 0.1
-0.3 0.1 -0.1
0.1 -0.3 -0.2
-0.2 0.6 0.1
-0.3 0.0 0.5
0.3 0.3 -0.3